No. 1
Density functional theory data (ωB97M-V with the def2-TZVPD basis set) for C30H48P2Ru as an isolated structure.

- expectation value of S² = 8.79
- frontier orbital gap (spin up / spin down) (eV) = 6.581 / 5.599
- total charge = +1
- energy relative to the best compared isomer or geometry (same formula, charge and spin) (kcal/mol) = 159.5
- E_HOMO (spin up / spin down) (eV) = -8.65 / -9.83
- 2S+1 = 6

XYZ file:
```
81
Properties=species:S:1:pos:R:3:lowdin_charge:R:1
Ru -0.18 -0.25 0.33 0.802
C -0.39 -1.99 1.83 -0.362
C 1.05 -2.40 1.68 -0.218
C 0.90 -0.95 3.48 -0.211
C -0.42 -1.15 3.04 -0.216
C 1.79 -1.69 2.63 -0.240
C -1.54 -2.89 1.52 -0.070
H -1.36 -3.50 0.63 0.063
H -2.44 -2.29 1.35 0.067
H -1.74 -3.56 2.37 0.103
C -1.67 -0.79 3.74 -0.024
H -2.50 -0.78 3.03 0.085
H -1.61 0.22 4.16 0.072
H -1.92 -1.49 4.57 0.112
C 1.33 -0.23 4.70 -0.027
H 1.78 -0.95 5.40 0.101
H 0.46 0.24 5.19 0.084
H 2.07 0.56 4.49 0.083
C 3.25 -1.85 2.91 -0.040
H 3.35 -2.43 3.84 0.098
H 3.76 -0.89 3.06 0.079
H 3.76 -2.40 2.11 0.079
C 1.53 -3.57 0.90 -0.027
H 1.80 -4.39 1.59 0.113
H 2.41 -3.33 0.30 0.089
H 0.75 -3.95 0.23 0.071
C -1.69 0.68 -3.51 -0.230
C -1.70 -0.72 -3.27 -0.390
C -0.93 -1.64 -4.27 -0.157
C 0.56 -1.37 -4.50 -0.171
C 1.27 -0.66 -3.37 -0.130
C 1.32 0.69 -3.32 -0.158
C 0.66 1.60 -4.36 -0.153
C -0.85 1.32 -4.59 -0.172
H -1.47 -1.51 -5.22 0.126
H 0.68 -0.80 -5.45 0.116
H -1.08 -2.71 -4.03 0.115
H -0.97 0.77 -5.54 0.114
H -2.55 1.28 -3.19 0.120
H -2.66 -1.24 -3.10 0.120
H -1.34 2.29 -4.79 0.119
H 0.76 2.66 -4.03 0.118
H 2.13 1.17 -2.75 0.089
H 1.20 1.55 -5.33 0.130
H 1.07 -2.33 -4.70 0.125
H 2.02 -1.26 -2.84 0.106
P -1.49 -0.20 -1.49 0.865
P 1.62 1.08 0.41 0.779
C -0.41 1.69 -1.36 -0.272
C 0.74 2.33 -0.60 -0.357
H -1.21 2.41 -1.57 0.088
H 0.08 1.47 -2.32 -0.021
H 1.45 2.76 -1.31 0.086
H 0.37 3.13 0.07 0.093
C 2.35 2.08 1.70 -0.224
H 2.76 1.43 2.49 0.035
H 1.59 2.73 2.14 0.040
H 3.13 2.69 1.25 0.067
C 2.97 0.16 -0.36 -0.226
H 3.37 0.71 -1.21 0.043
H 2.60 -0.83 -0.69 0.022
H 3.73 -0.01 0.40 0.053
C -3.25 -0.18 -0.98 -0.171
H -3.47 -1.11 -0.45 0.059
H -3.90 -0.11 -1.86 0.065
H -3.51 0.67 -0.34 0.035
C -0.63 -1.88 -1.34 -0.250
H -0.19 -2.22 -0.40 -0.025
H 0.19 -1.93 -2.06 0.031
H -1.40 -2.61 -1.57 0.080
C -2.03 3.94 2.77 -0.089
C -1.08 3.13 3.40 -0.076
C -0.58 2.01 2.72 -0.205
C -1.12 1.63 1.50 -0.202
C -2.15 2.38 0.92 -0.172
C -2.55 3.58 1.52 -0.074
H -2.36 4.85 3.26 0.102
H -0.68 3.36 4.39 0.111
H 0.25 1.44 3.15 0.057
H -2.61 2.11 -0.03 0.047
H -3.25 4.22 0.97 0.106
```

=====

No. 2
Density functional theory data (ωB97M-V with the def2-TZVPD basis set) for C30H48P2SeYb as an isolated structure.

- expectation value of S² = 0.77
- frontier orbital gap (spin up / spin down) (eV) = 7.545 / 4.983
- total charge = +1
- energy relative to the best compared isomer or geometry (same formula, charge and spin) (kcal/mol) = 56.5
- E_HOMO (spin up / spin down) (eV) = -10.49 / -10.49
- 2S+1 = 2

XYZ file:
```
82
Properties=species:S:1:pos:R:3:lowdin_charge:R:1
Yb 1.64 -0.56 -0.63 1.249
C 1.26 -2.82 -0.29 -0.340
C 0.32 -2.33 -1.24 -0.334
C 2.44 -2.08 -2.13 -0.342
C 2.55 -2.70 -0.86 -0.337
C 1.04 -1.85 -2.36 -0.357
C 0.93 -3.38 1.05 -0.032
H -0.12 -3.71 1.08 0.080
H 1.10 -2.61 1.83 0.039
H 1.56 -4.24 1.30 0.090
C 3.84 -3.13 -0.25 -0.036
H 3.71 -3.99 0.44 0.080
H 4.36 -2.31 0.29 0.081
H 4.52 -3.50 -1.04 0.086
C 3.64 -1.82 -2.97 -0.031
H 4.17 -2.78 -3.11 0.092
H 4.36 -1.13 -2.48 0.088
H 3.40 -1.44 -3.97 0.084
C 0.32 -1.33 -3.54 -0.047
H 0.00 -2.17 -4.19 0.105
H 0.89 -0.61 -4.15 0.071
H -0.60 -0.80 -3.24 0.070
C -1.16 -2.53 -1.19 -0.025
H -1.56 -3.00 -2.11 0.102
H -1.73 -1.60 -1.06 0.057
H -1.44 -3.18 -0.36 0.074
C -1.70 -0.12 3.11 -0.117
C -2.50 -1.19 3.21 -0.100
C -3.48 -1.57 2.12 -0.178
C -4.52 -0.49 1.71 -0.180
C -4.38 0.11 0.33 -0.089
C -3.22 0.61 -0.12 -0.161
C -1.92 0.55 0.64 -0.270
C -1.95 1.00 2.13 -0.187
H -4.07 -2.43 2.44 0.109
H -4.54 0.33 2.44 0.115
H -2.94 -1.89 1.21 0.097
H -2.88 1.57 2.33 0.114
H -0.87 0.03 3.82 0.097
H -2.48 -1.88 4.08 0.112
H -1.13 1.73 2.28 0.094
H -1.44 -0.44 0.55 0.075
H -3.19 1.07 -1.11 0.069
H -1.18 1.23 0.15 -0.007
H -5.51 -0.96 1.75 0.110
H -5.24 0.08 -0.35 0.111
P -1.58 3.31 -0.56 0.847
P 0.01 2.57 -3.15 0.800
C -1.64 4.54 -1.95 -0.460
C -0.48 4.37 -2.91 -0.468
H -1.61 5.53 -1.47 0.081
H -2.61 4.42 -2.46 0.079
H -0.81 4.78 -3.87 0.072
H 0.42 4.92 -2.59 0.081
C 0.87 3.12 -4.69 -0.328
H 1.09 2.29 -5.37 0.033
H 1.80 3.62 -4.39 0.039
H 0.23 3.84 -5.21 0.038
C -1.61 2.19 -3.97 -0.298
H -1.97 3.10 -4.47 0.048
H -2.37 1.86 -3.25 0.019
H -1.46 1.42 -4.73 0.037
C -0.62 4.36 0.60 -0.264
H 0.14 3.77 1.13 0.023
H -1.31 4.80 1.33 0.050
H -0.11 5.15 0.03 0.038
C -3.33 3.76 -0.16 -0.278
H -3.41 4.85 -0.16 0.048
H -3.61 3.34 0.80 0.031
H -4.00 3.37 -0.94 0.050
Se 2.60 -0.22 2.33 0.826
C 3.47 -1.31 3.55 -0.661
C 3.72 -0.78 4.85 -0.123
C 4.20 -1.58 5.88 -0.060
C 4.52 -2.93 5.65 -0.036
C 4.36 -3.45 4.36 -0.057
C 3.83 -2.67 3.34 -0.102
H 3.46 0.26 5.02 0.095
H 4.33 -1.15 6.88 0.118
H 4.89 -3.57 6.47 0.120
H 4.64 -4.49 4.15 0.117
H 3.63 -3.12 2.37 0.063
```

=====

No. 3
Density functional theory data (ωB97M-V with the def2-TZVPD basis set) for C30H49BN6Se2V as an isolated structure.

- expectation value of S² = 3.77
- frontier orbital gap (spin up / spin down) (eV) = 7.307 / 8.283
- total charge = 0
- energy relative to the best compared isomer or geometry (same formula, charge and spin) (kcal/mol) = 0.0
- E_HOMO (spin up / spin down) (eV) = -6.79 / -7.77
- 2S+1 = 4

XYZ file:
```
89
Properties=species:S:1:pos:R:3:lowdin_charge:R:1
V -0.53 0.15 0.99 0.786
C 0.66 -4.38 -1.15 -0.060
C 0.20 -3.07 -1.34 -0.174
N 0.05 -2.45 -0.18 0.080
N 0.41 -3.32 0.77 -0.038
C 0.78 -4.49 0.22 -0.081
B 0.44 -2.89 2.23 -0.531
N -0.95 -2.37 2.57 -0.009
C -1.88 -3.05 3.26 -0.059
C -3.08 -2.38 3.15 -0.036
C -2.78 -1.27 2.36 -0.120
N -1.49 -1.28 2.01 -0.041
N 1.44 -1.73 2.26 -0.001
C 2.75 -1.82 2.52 -0.049
C 3.35 -0.65 2.09 -0.039
C 2.31 0.11 1.57 -0.174
N 1.16 -0.56 1.68 -0.057
H 0.86 -5.12 -1.90 0.087
H -0.02 -2.58 -2.26 0.052
H 1.13 -5.30 0.83 0.115
H 0.77 -3.77 2.95 0.121
H -1.63 -3.95 3.78 0.120
H -4.03 -2.64 3.58 0.094
H -3.44 -0.48 2.06 0.076
H 3.17 -2.69 2.98 0.122
H 4.39 -0.39 2.15 0.097
H 2.32 1.08 1.14 0.062
C -1.87 1.70 1.64 -0.157
C -0.55 2.20 1.91 -0.198
C 0.03 2.55 0.63 -0.133
C -0.90 2.08 -0.33 -0.116
C -2.11 1.67 0.26 -0.252
C -3.47 1.80 -0.41 -0.533
C -4.48 0.74 0.03 -0.049
C -4.02 3.18 0.02 -0.032
C -3.36 1.77 -1.93 -0.059
C 1.03 3.64 0.21 -0.498
C 0.91 3.92 -1.30 -0.061
C 0.64 4.95 0.91 -0.036
C 2.52 3.38 0.45 -0.056
C -0.21 2.49 3.37 -0.515
C -0.65 1.29 4.25 -0.044
C 1.26 2.73 3.70 -0.036
C -1.03 3.71 3.83 -0.031
H -2.63 1.60 2.40 0.117
H -0.75 2.18 -1.39 0.036
H -4.70 0.83 1.09 0.073
H -4.10 -0.26 -0.18 0.085
H -5.42 0.87 -0.50 0.085
H -4.16 3.23 1.09 0.082
H -4.98 3.38 -0.46 0.083
H -3.33 3.97 -0.26 0.088
H -2.93 0.83 -2.26 0.030
H -2.72 2.58 -2.30 0.081
H -4.33 1.89 -2.39 0.089
H -0.09 4.27 -1.56 0.090
H 1.14 3.03 -1.89 0.054
H 1.62 4.69 -1.57 0.088
H -0.43 5.14 0.81 0.094
H 1.18 5.78 0.46 0.085
H 0.89 4.94 1.97 0.056
H 2.88 2.59 -0.22 0.047
H 2.75 3.10 1.48 0.060
H 3.08 4.29 0.22 0.090
H -0.18 0.37 3.89 0.074
H -1.72 1.15 4.25 0.077
H -0.34 1.46 5.28 0.085
H 1.86 1.86 3.43 0.071
H 1.37 2.89 4.77 0.088
H 1.65 3.60 3.19 0.057
H -2.09 3.56 3.65 0.081
H -0.74 4.61 3.29 0.066
H -0.88 3.89 4.89 0.085
C 4.31 -0.30 -1.54 -0.389
Se 2.43 0.16 -1.83 0.905
C 2.13 -0.95 -3.43 -0.549
C 1.07 -0.32 -4.32 -0.559
Se -0.53 0.24 -3.33 0.922
C -1.74 -1.30 -3.56 -0.385
H 4.42 -1.38 -1.45 0.025
H 4.61 0.17 -0.60 0.003
H 4.91 0.09 -2.36 0.018
H 1.84 -1.94 -3.09 0.038
H 3.08 -1.02 -3.97 0.069
H 0.76 -1.00 -5.11 0.065
H 1.46 0.59 -4.77 0.055
H -1.23 -2.05 -4.16 0.023
H -2.64 -0.97 -4.06 0.016
H -1.98 -1.71 -2.58 0.010
```

=====

No. 4
Density functional theory data (ωB97M-V with the def2-TZVPD basis set) for one molecule with the formula C30H49FO6P2S.

- frontier orbital gap (eV) = 6.740
- total charge = 0
- SMILES = C#CCCC[C@]1([C@H](F)CC)CS(=O)(=O)O[C@](CCCCOC)(P(C)O)[C@]1(C[C@H](C)OCc1ccccc1)P(C)C
- E_HOMO (eV) = -6.48

XYZ file:
```
89
Properties=species:S:1:pos:R:3:lowdin_charge:R:1
C 2.75 3.98 5.37 0.031
C 2.85 3.88 3.95 -0.093
C 2.79 3.79 2.30 -0.205
C 1.22 3.51 1.89 -0.215
C 0.88 3.42 0.32 -0.153
C 1.24 1.99 -0.46 -0.285
C 2.81 1.74 -0.73 -0.223
F 3.57 0.84 0.15 -0.077
C 3.77 3.09 -0.88 -0.167
C 4.95 2.70 -2.00 -0.119
C 0.66 2.39 -1.99 -0.175
S 0.41 0.96 -3.13 0.824
O -0.71 1.39 -4.16 -0.370
O 1.67 0.68 -4.04 -0.368
O -0.14 -0.37 -2.31 -0.321
C 0.38 -0.61 -0.97 -0.519
C 1.78 -1.39 -1.17 -0.156
C 1.70 -2.91 -1.80 -0.180
C 1.41 -2.93 -3.44 -0.148
C 1.66 -4.46 -4.06 -0.207
O 0.87 -5.51 -3.39 -0.260
C -0.43 -5.68 -4.06 -0.137
P -0.97 -1.83 -0.26 0.974
C -1.69 -2.91 -1.71 -0.262
O -0.28 -2.95 0.88 -0.344
C 0.34 0.69 0.09 -0.397
C 0.85 0.09 1.52 -0.123
C -0.11 0.04 2.82 -0.361
C 0.90 -0.58 4.02 -0.055
O -1.24 -0.87 2.84 -0.241
C -2.29 -0.56 3.80 -0.174
C -3.74 -0.76 2.98 -0.107
C -5.05 0.20 3.17 -0.040
C -6.37 -0.14 2.20 -0.078
C -6.42 -1.35 1.09 -0.087
C -5.11 -2.33 0.92 -0.061
C -3.81 -1.98 1.88 -0.021
P -1.50 1.07 0.23 0.885
C -2.52 1.32 -1.30 -0.302
C -2.13 2.28 1.48 -0.316
H 2.27 4.08 6.46 0.053
H 3.39 2.80 2.00 0.104
H 3.26 4.73 1.77 0.122
H 0.64 4.48 2.30 0.137
H 0.86 2.64 2.58 0.085
H 1.43 4.34 -0.19 0.130
H -0.27 3.73 0.16 0.114
H 2.91 1.27 -1.82 0.125
H 3.22 4.00 -1.37 0.107
H 4.38 3.34 0.09 0.103
H 5.08 1.54 -1.99 0.081
H 5.98 3.20 -1.76 0.079
H 4.58 3.03 -3.09 0.094
H -0.28 3.11 -1.92 0.126
H 1.51 3.08 -2.48 0.141
H 2.51 -1.44 -0.26 0.120
H 2.39 -0.80 -2.02 0.116
H 1.03 -3.66 -1.22 0.086
H 2.81 -3.33 -1.71 0.132
H 0.30 -2.62 -3.68 0.097
H 2.13 -2.18 -3.97 0.118
H 2.81 -4.73 -4.14 0.134
H 1.26 -4.42 -5.18 0.122
H -0.96 -6.62 -3.55 0.114
H -0.35 -5.91 -5.22 0.102
H -1.15 -4.77 -3.93 0.080
H -1.02 -3.85 -1.95 0.032
H -1.92 -2.28 -2.67 0.060
H -2.74 -3.30 -1.31 0.048
H 0.72 -2.99 0.85 0.055
H 1.33 -0.99 1.49 0.118
H 1.75 0.79 1.87 0.127
H -0.44 1.06 3.29 0.117
H 0.35 -0.69 5.05 0.087
H 1.13 -1.69 3.65 0.098
H 1.92 -0.01 4.07 0.086
H -2.32 0.53 4.21 0.127
H -2.27 -1.31 4.70 0.140
H -5.05 1.08 3.95 0.086
H -7.33 0.55 2.29 0.075
H -7.34 -1.57 0.38 0.082
H -5.04 -3.23 0.15 0.083
H -2.87 -2.66 1.75 0.065
H -3.64 1.58 -0.98 0.083
H -2.22 2.14 -2.07 0.034
H -2.63 0.28 -1.89 0.064
H -3.04 1.79 2.08 0.043
H -2.61 3.21 0.92 0.065
H -1.41 2.72 2.29 0.039
```

=====

No. 5
Density functional theory data (ωB97M-V with the def2-TZVPD basis set) for C30H49IN6O6S as an isolated structure.

- frontier orbital gap (eV) = 8.727
- total charge = 0
- E_HOMO (eV) = -8.52

XYZ file:
```
93
Properties=species:S:1:pos:R:3:lowdin_charge:R:1
C 1.32 2.75 4.71 -0.089
C 1.75 1.55 3.85 -0.228
C 1.20 1.60 2.40 -0.156
C 1.09 0.18 1.82 -0.252
C 2.51 -0.20 1.38 -0.065
C 0.03 0.11 0.66 -0.340
C -1.29 -0.36 1.33 -0.063
C -1.65 0.35 2.61 -0.204
C -2.23 1.61 2.61 -0.047
C -2.58 2.26 3.78 -0.063
C -2.37 1.65 5.01 -0.047
C -1.79 0.38 5.05 -0.270
C -1.58 -0.31 6.38 -0.048
C -1.44 -0.25 3.86 -0.007
O -0.01 1.41 0.11 -0.067
C -0.97 1.66 -0.90 -0.182
C -1.52 3.09 -0.86 -0.092
C -2.82 3.10 -1.65 -0.186
C -2.73 2.79 -3.01 -0.039
C -3.85 2.71 -3.82 -0.088
C -5.10 2.94 -3.27 -0.077
C -5.21 3.28 -1.92 -0.051
C -4.08 3.36 -1.10 -0.220
C -4.29 3.70 0.36 -0.047
C 0.42 -0.94 -0.44 -0.206
C -0.80 -1.67 -1.05 -0.078
C -0.51 -2.38 -2.34 -0.303
O -0.60 -3.57 -2.46 0.064
O 1.10 -0.29 -1.54 -0.254
C 2.41 -0.64 -1.81 -1.067
S 2.63 -1.58 -3.35 0.715
I 3.48 1.26 -2.05 0.833
H 0.63 3.40 4.18 0.066
H 2.20 3.30 5.02 0.062
H 0.88 2.39 5.63 0.058
H 2.84 1.54 3.77 0.093
H 1.48 0.59 4.29 0.099
H 1.88 2.17 1.78 0.122
H 0.23 2.08 2.47 0.088
H 0.82 -0.52 2.60 0.121
H 3.19 -0.03 2.22 0.084
H 2.84 0.48 0.60 0.015
H 2.64 -1.24 1.12 0.059
H -1.14 -1.41 1.59 0.127
H -2.16 -0.29 0.68 0.119
H -2.41 2.10 1.66 0.080
H -3.01 3.25 3.78 0.104
H -2.66 2.14 5.93 0.111
H -1.22 -1.32 6.24 0.072
H -2.56 -0.41 6.86 0.080
H -0.96 0.26 7.06 0.076
H -1.01 -1.24 3.86 0.119
H -0.47 1.56 -1.86 0.118
H -1.82 0.98 -0.93 0.114
H -1.64 3.45 0.16 0.094
H -0.85 3.76 -1.39 0.123
H -1.76 2.59 -3.44 0.112
H -3.72 2.44 -4.85 0.078
H -5.97 2.86 -3.90 0.101
H -6.20 3.46 -1.53 0.105
H -5.24 4.19 0.53 0.077
H -3.47 4.28 0.77 0.072
H -4.31 2.77 0.93 0.073
H 1.01 -1.74 -0.01 0.153
H -1.63 -0.99 -1.24 0.113
H -1.16 -2.42 -0.36 0.126
H -0.24 -1.75 -3.20 0.086
H 2.89 -1.24 -1.05 0.037
H 2.16 -0.71 -4.25 -0.121
C 4.93 -5.31 -3.26 -0.686
O 5.68 -4.38 -3.47 0.023
N 3.70 -5.16 -2.68 0.155
N 5.25 -6.60 -3.60 0.141
H 3.07 -5.92 -2.50 0.092
H 3.43 -4.23 -2.42 0.057
H 6.15 -6.75 -4.03 0.098
H 4.65 -7.39 -3.44 0.087
C 6.09 -1.86 0.88 -0.671
O 4.95 -2.29 0.94 0.015
N 6.40 -0.71 0.22 0.164
N 7.14 -2.51 1.47 0.150
H 7.33 -0.34 0.15 0.095
H 5.65 -0.22 -0.22 0.043
H 6.95 -3.36 1.95 0.101
H 8.09 -2.17 1.43 0.091
C -3.77 -0.88 -5.29 -0.662
O -3.87 0.32 -5.51 0.025
N -2.64 -1.41 -4.72 0.161
N -4.75 -1.77 -5.59 0.151
H -2.53 -2.39 -4.53 0.090
H -1.90 -0.78 -4.49 0.090
H -5.59 -1.41 -6.00 0.102
H -4.68 -2.76 -5.41 0.092
```

=====

no.,largest force on an atom (eV/A),DFT total energy (Ha)
1,3.63,-1948.8725
2,6.72,-5414.3794
3,2.22,-7272.8553
4,10.04,-2803.7502
5,1.48,-2648.4651